Record 1
A cluster of 2 separate species, C5H13N in total, computed with ωB97M-V with the def2-TZVPD basis set.

Structure (ORCA input):
```
! RIJCOSX wB97M-V def2-TZVPD def2/J DEFGRID3
* xyz 1 2
C -2.0828 0.2914 1.1965
C -1.8062 -0.9256 0.2956
C -0.5385 -0.9871 -0.3773
C 0.7110 -0.4435 0.2812
N 1.1199 0.9162 0.1891
C 0.7224 1.5516 -1.0286
H -2.2919 1.1077 0.5089
H -2.9041 0.0751 1.8688
H -1.1841 0.5336 1.7606
H -2.6795 -1.2792 -0.2342
H -1.0832 -1.7067 0.8027
H 1.6028 -1.0407 0.0331
H -0.3596 -1.6410 -1.2282
H 4.2499 -0.8763 -0.4737
H 0.5929 -0.6402 1.3608
H 4.0108 -0.2256 -0.7339
H 1.3390 1.1606 -1.8533
H 0.9206 2.6237 -1.0484
H -0.3391 1.5059 -1.3196
*
```

Results
LUMO level (spin up / spin down) (eV): -6.248 / -6.222
Relative energy (zero: lowest compared OMol25 entry of this formula, charge and spin) (kJ/mol): 410.9
Frontier orbital gap (spin up / spin down) (eV): 7.706 / 8.145

natural (NBO) population analysis, charges in e, atoms 1 to 6: C -0.621; C -0.325; C 0.195; C -0.417; N -0.153; C -0.520

Record 2
A structure of composition C49H37F15GeSSb2Se4SiZr, computed with ωB97M-V with the def2-TZVPD basis set.

Structure (ORCA input):
```
! RIJCOSX wB97M-V def2-TZVPD def2/J DEFGRID3
* xyz 0 1
Zr 2.3893 0.6586 -1.5053
Se 3.6964 2.0055 0.3407
Se 4.7761 -0.0450 0.1988
Se 5.0094 -0.4761 -2.2534
Se 4.3357 1.5572 -3.0928
C 2.1074 -0.5384 2.4282
C 1.2889 0.3216 3.3697
C 1.8903 1.7138 3.5700
Sb 1.1250 3.3504 2.2900
C 0.2599 4.6048 3.8509
C -0.0457 5.9097 3.4997
C -0.7683 6.7209 4.3571
C -1.1990 6.2246 5.5752
C -0.8859 4.9270 5.9395
C -0.1581 4.1245 5.0782
C -0.9627 2.7480 2.0030
C -1.6667 2.0128 2.9436
C -3.0071 1.7229 2.7566
C -3.6742 2.2246 1.6524
C -3.0000 3.0285 0.7509
C -1.6455 3.2719 0.9145
Sb 1.2481 -2.5172 2.0129
C 0.1995 -2.7764 3.8957
C 0.6302 -3.7620 4.7671
C -0.0315 -3.9906 5.9618
C -1.1430 -3.2337 6.2927
C -1.5797 -2.2449 5.4279
C -0.9112 -2.0211 4.2372
C -0.5058 -1.6531 1.0790
C -0.4964 -0.4160 0.4552
C -1.6697 0.1373 -0.0280
C -2.8675 -0.5412 0.1057
C -2.8780 -1.8018 0.6770
C -1.7043 -2.3508 1.1608
H 3.1249 -0.6662 2.8061
H 2.1806 -0.0690 1.4369
H 1.2308 -0.1874 4.3365
H 0.2707 0.4035 2.9821
H 2.9631 1.6881 3.3668
H 1.7777 2.0475 4.6027
H 0.2845 6.2915 2.5412
H -0.9999 7.7383 4.0720
H -1.7723 6.8502 6.2437
H -1.2177 4.5374 6.8917
H 0.0795 3.1134 5.3764
H -1.1767 1.6746 3.8443
H -3.5290 1.1151 3.4823
H -4.7199 2.0000 1.4977
H -3.5364 3.4580 -0.0843
H -1.1172 3.8719 0.1839
H 1.4914 -4.3634 4.5087
H 0.3196 -4.7625 6.6334
H -1.6756 -3.4285 7.2135
H -2.4450 -1.6463 5.6772
H -1.2724 -1.2556 3.5643
H 0.4320 0.1611 0.3651
H -1.6551 1.1199 -0.4731
H -3.7915 -0.0908 -0.2253
H -3.8088 -2.3412 0.7740
H -1.7209 -3.3206 1.6425
C -0.3129 3.5437 -4.1361
Si 1.0159 3.8087 -2.7750
C 0.5921 5.4170 -1.8180
C 2.6543 4.1844 -3.6896
C 0.9452 2.3329 -1.5685
H -0.2805 4.3535 -4.8559
H -1.3161 3.5205 -3.7230
H -0.1573 2.6169 -4.6829
H 0.7849 6.2955 -2.4250
H 1.1843 5.5071 -0.9097
H -0.4550 5.4459 -1.5345
H 2.5769 5.1294 -4.2200
H 2.9033 3.4239 -4.4291
H 3.4964 4.2664 -3.0042
H -0.0613 1.9095 -1.6812
H 0.9767 2.7616 -0.5513
F 0.2044 -4.4502 -4.9239
C 0.7180 -3.2917 -5.3484
C 1.2412 -2.4321 -4.3988
C 1.6908 -1.2062 -4.8382
F 2.1387 -0.3129 -3.8913
C 1.6679 -0.8219 -6.1712
F 2.0927 0.3793 -6.5428
C 1.1597 -1.7188 -7.1109
F 1.1102 -1.3824 -8.3936
C 0.6789 -2.9616 -6.6976
F 0.1667 -3.8042 -7.5896
Ge 1.0167 -2.8938 -2.4395
S 2.1753 -1.8666 -0.9963
C 1.3210 -4.8172 -2.1185
C 2.1895 -5.5748 -2.8768
F 2.7510 -4.9967 -3.9472
C 2.4932 -6.8854 -2.5325
F 3.3212 -7.6162 -3.2758
C 1.9209 -7.4360 -1.3866
F 2.1919 -8.6925 -1.0481
C 1.0762 -6.6698 -0.5839
F 0.5439 -7.1846 0.5211
C 0.8080 -5.3633 -0.9607
F 0.0538 -4.5612 -0.1867
C -0.9373 -2.4289 -2.4988
C -1.9967 -3.3127 -2.5167
F -1.7512 -4.6135 -2.3676
C -3.2994 -2.8684 -2.7209
F -4.3117 -3.7314 -2.7436
C -3.5438 -1.5114 -2.9224
F -4.7870 -1.0820 -3.1080
C -2.4874 -0.6019 -2.9079
F -2.7008 0.6951 -3.1079
C -1.2123 -1.0912 -2.6822
F -0.1251 -0.2421 -2.6500
*
```

Results
LUMO level (eV): -1.251
Relative energy (zero: lowest compared OMol25 entry of this formula, charge and spin) (kJ/mol): 225.7
Frontier orbital gap (eV): 6.788

Mulliken population analysis, charges in e, atoms 1 to 6: Zr -0.889; Se -0.278; Se -0.188; Se -0.182; Se -0.343; C -0.339

Record 3
The molecule C9H17NOSi, computed with ωB97M-V with the def2-TZVPD basis set.

Structure (ORCA input):
```
! RIJCOSX wB97M-V def2-TZVPD def2/J DEFGRID3
* xyz 0 3
C -0.7576 0.9538 -1.3953
C -0.1659 -1.7838 -2.8874
C 0.7347 -2.4158 -1.8415
C -0.2614 -1.3338 -1.4362
C 1.4750 0.4476 -1.7645
C 1.0377 0.1046 3.0236
C -2.0977 -0.0033 2.0917
C -0.3033 2.5698 1.5155
C 0.2172 -0.0188 -1.0631
N -1.5137 1.7833 -1.7448
O 0.5606 0.0642 0.5221
Si -0.2796 0.6866 1.7500
H 0.1676 -1.0506 -3.5823
H -1.0244 -2.4864 -3.1899
H 0.5056 -3.5043 -1.9252
H 1.8049 -2.2388 -1.9721
H -1.1351 -1.7590 -0.8888
H 2.0835 0.9192 -1.0228
H 1.2475 1.2352 -2.4273
H 1.9596 -0.3748 -2.3340
H 0.6758 -0.9538 3.2608
H 1.9718 0.1192 2.4473
H 1.2559 0.4984 3.9459
H -2.0174 -1.0755 1.9647
H -2.2746 0.1721 3.1105
H -2.8020 0.2745 1.2783
H 0.6573 3.1232 1.4496
H -0.9193 2.9090 0.6991
H -0.8026 3.1382 2.4162
*
```

Results
LUMO level (spin up / spin down) (eV): 0.596 / -4.202
Frontier orbital gap (spin up / spin down) (eV): 5.097 / 6.113

natural (NBO) population analysis, charges in e, atoms 1 to 6: C 0.184; C -0.405; C -0.451; C -0.228; C -0.599; C -1.090

Record 4
The molecule C7H6N2O3, computed with ωB97M-V with the def2-TZVPD basis set.

Structure (ORCA input):
```
! RIJCOSX wB97M-V def2-TZVPD def2/J DEFGRID3
* xyz 0 1
C -0.7951 2.6574 0.4834
C -0.1364 1.5049 1.0060
C -1.2541 2.4769 -0.7742
C -0.6818 0.9414 -1.0589
C -0.8247 -0.0955 -2.0221
C -0.2253 -1.3614 -1.3420
C 0.3958 -0.8491 -0.0581
N -0.1585 0.5326 0.0642
N -1.9638 3.3956 -1.6043
O -1.1242 -0.1679 -3.1831
O -2.2086 4.4665 -1.0974
O -2.2466 3.0703 -2.7185
H -0.8166 3.4629 1.1883
H 0.1789 1.3718 1.9444
H -0.8133 -2.1864 -1.1503
H 0.5613 -1.7571 -1.8594
H 0.0671 -1.2492 0.9639
H 1.4776 -0.8610 0.0104
*
```

Results
LUMO level (eV): -0.708
Relative energy (zero: lowest compared OMol25 entry of this formula, charge and spin) (kJ/mol): 517.3
Structure (SMILES): O=C1CCn2ccc([N+](=O)[O-])c21
Frontier orbital gap (eV): 8.292

natural (NBO) population analysis, charges in e, atoms 1 to 6: C -0.231; C -0.071; C 0.027; C 0.050; C 0.532; C -0.519

Record 5
The molecule C13H20F3NO6S, computed with ωB97M-V with the def2-TZVPD basis set.

Structure (ORCA input):
```
! RIJCOSX wB97M-V def2-TZVPD def2/J DEFGRID3
* xyz 0 1
N -1.0128 -0.3726 1.5209
C -0.3628 -0.3271 0.1578
C 0.9922 0.6396 0.3440
C 0.8320 1.9265 1.3061
C 2.3825 2.3879 1.7377
C 3.0253 3.1471 0.4124
O 4.1192 2.3116 -0.1095
C 0.3839 -1.7856 -0.2035
C 0.9181 -2.5549 1.1883
C -0.2464 -3.5127 1.8650
O 0.0287 -4.8203 2.1222
O -0.4282 -2.7680 -0.8734
S -0.3527 -2.8038 -2.5532
O 1.0953 -2.6020 -3.1217
O -1.2999 -1.4326 -3.0532
C -0.7559 -0.1908 -2.4827
C -1.4054 0.1880 -0.9850
C -2.9555 -0.2940 -0.8757
C -3.3119 -1.7283 -0.2309
O -3.9277 -1.8830 0.9510
C -1.5727 1.8541 -1.0739
F -0.4172 2.5485 -1.6724
F -2.0603 2.4473 0.2140
F -2.7076 2.1463 -2.0356
H -1.7424 0.3598 1.6568
H -0.3417 -0.3643 2.3136
H 1.9125 0.0053 0.7658
H 1.3358 0.9334 -0.7614
H 0.2713 1.7754 2.3198
H 0.4040 2.8803 0.7293
H 3.0272 1.4965 2.1366
H 2.2262 3.2486 2.5458
H 2.2007 3.2963 -0.4373
H 3.3953 4.2541 0.6624
H 3.8339 1.3616 0.1169
H 1.4035 -1.5506 -0.7798
H 1.8197 -3.2714 0.9166
H 1.3213 -1.7673 1.9563
H -1.3205 -3.1526 2.1856
H -1.0404 0.6602 -3.2722
H 0.4379 -0.1649 -2.4603
H -3.6365 0.5097 -0.3114
H -3.3922 -0.3064 -1.9881
H -3.0756 -2.7249 -0.8436
*
```

Results
LUMO level (eV): -0.150
Frontier orbital gap (eV): 9.791

natural (NBO) population analysis, charges in e, atoms 1 to 6: N -0.889; C 0.144; C -0.471; C -0.438; C -0.444; C -0.076

Record 6
A structure of composition C2H8NO2, computed with ωB97M-V with the def2-TZVPD basis set.

Structure (ORCA input):
```
! RIJCOSX wB97M-V def2-TZVPD def2/J DEFGRID3
* xyz -1 1
C 0.3743 0.6893 -0.8709
O 0.0281 -0.5025 -1.4256
C 0.3441 0.6477 0.6679
N 1.4447 -0.2182 1.1547
H -0.1843 1.5964 -1.2050
H 1.4110 1.0178 -1.1612
H -0.6412 0.2189 0.8741
H 0.4223 1.6556 1.0859
H 1.2318 -1.1208 0.7096
H 1.2610 -0.4145 2.1276
H -2.3531 -1.7388 -0.1428
H -1.1216 -0.8345 -1.0779
O -2.2170 -0.9965 -0.7364
*
```

Results
LUMO level (eV): 4.532
Relative energy (zero: lowest compared OMol25 entry of this formula, charge and spin) (kJ/mol): 26.5
Frontier orbital gap (eV): 8.134

natural (NBO) population analysis, charges in e, atoms 1 to 6: C -0.029; O -0.868; C -0.264; N -0.849; H 0.102; H 0.109